{
  "formula": "C25H48ClGaNO3P2S",
  "method": "ωB97M-V/def2-TZVPD",
  "homo_ev": -3.5,
  "energy_ev": -128648.845,
  "charge": -1,
  "symbols": ["Ga", "Cl", "P", "C", "C", "C", "C", "H", "C", "H", "H", "H", "H", "H", "H", "H", "C", "C", "H", "H", "H", "H", "H", "H", "C", "H", "C", "H", "H", "H", "H", "H", "H", "H", "H", "P", "C", "C", "C", "C", "H", "C", "H", "H", "H", "H", "H", "H", "H", "C", "C", "H", "H", "H", "H", "H", "H", "C", "H", "C", "H", "H", "H", "H", "H", "H", "O", "S", "O", "N", "C", "O", "C", "C", "C", "C", "C", "C", "H", "H", "H", "H"],
  "xyz": [[-0.13408, -1.06048, -0.83712], [0.53969, -0.53594, -2.86300], [-0.47551, -3.41757, -0.46779], [0.69314, -4.12759, -1.69553], [-0.05974, -4.04714, 1.21693], [-2.23825, -3.62161, -1.00465], [2.09970, -3.52683, -1.60642], [0.24563, -3.79274, -2.64577], [0.75300, -5.65678, -1.67778], [0.94874, -6.04753, -0.67333], [1.58642, -5.97996, -2.30736], [-0.14828, -6.11398, -2.08673], [2.11056, -2.43962, -1.71655], [2.69525, -3.93497, -2.42942], [2.59665, -3.79481, -0.67487], [-2.22990, -3.02558, -1.93812], [-3.22062, -2.95289, -0.02222], [-2.69901, -5.04260, -1.37081], [-2.20858, -5.42219, -2.27594], [-3.77477, -5.02174, -1.59829], [-2.56365, -5.75501, -0.54529], [-2.74151, -2.30444, 0.72154], [-3.82078, -3.70487, 0.50762], [-3.93240, -2.33278, -0.58484], [1.28015, -3.50853, 1.71417], [0.04710, -5.13312, 1.10387], [-1.13823, -3.81278, 2.28281], [2.13545, -3.88843, 1.14882], [1.42921, -3.81466, 2.75878], [1.28474, -2.41049, 1.69126], [-1.37691, -2.74018, 2.38915], [-0.74068, -4.16985, 3.24640], [-2.05009, -4.39518, 2.09645], [0.87090, -0.64730, 0.29230], [-1.41188, -0.24186, -0.44426], [0.57182, 3.83371, -0.09640], [-0.54434, 4.39902, -1.40588], [0.33744, 4.42754, 1.63309], [2.14239, 3.52159, -0.97416], [-1.75114, 3.44208, -1.50623], [0.02738, 4.29911, -2.34971], [-0.89864, 5.88440, -1.23939], [-1.08234, 6.15527, -0.18890], [-1.79693, 6.11635, -1.82474], [-0.07942, 6.50642, -1.62215], [-1.42793, 2.43238, -1.79744], [-2.43594, 3.81470, -2.27726], [-2.29237, 3.37648, -0.55218], [1.80862, 3.06684, -1.93074], [3.01503, 2.46799, -0.26752], [2.86479, 4.83251, -1.29631], [2.37784, 5.34058, -2.14094], [3.89900, 4.60915, -1.59291], [2.88051, 5.51441, -0.43428], [2.40410, 1.63711, 0.10294], [3.57857, 2.89938, 0.56668], [3.73315, 2.06684, -0.99528], [-1.01954, 4.02260, 2.24200], [0.36277, 5.52319, 1.47141], [1.49368, 4.01378, 2.56088], [-1.86992, 4.31995, 1.61632], [-1.13106, 4.53000, 3.20986], [-1.07770, 2.93958, 2.42392], [1.54171, 2.92600, 2.72381], [1.34575, 4.48832, 3.54079], [2.46359, 4.34719, 2.17243], [2.72468, 1.10728, 3.76816], [1.97074, -0.12290, 3.71895], [2.69277, -1.36984, 3.73818], [0.84451, -0.09486, 2.48469], [-0.43636, -0.11229, 2.92282], [-1.45512, -0.21625, 2.19665], [-0.51295, -0.03301, 4.41424], [-1.64559, -0.07967, 5.23395], [-1.49054, -0.20646, 6.61414], [-0.20515, -0.31489, 7.17617], [0.93708, -0.26454, 6.35202], [0.74012, -0.12570, 4.98002], [-2.61898, -0.00805, 4.76444], [-2.36353, -0.23770, 7.26575], [-0.09261, -0.44483, 8.25566], [1.94832, -0.34701, 6.75914]]
}